Entry 1:
{"formula": "C25H36BF2N3O5S", "method": "the ωB97M-V functional and the def2-TZVPD basis", "orbital_gap_ha": 0.338, "homo_ev": -8.7, "total_charge": 0, "smiles": "C#CC[C@@]1(CCCCN)OS(=O)(=O)O[C@@]1(CNC)B(O)N(C)C.Fc1ccccc1.Fc1ccccc1", "elements": ["C", "C", "C", "C", "C", "C", "C", "C", "N", "O", "S", "O", "O", "O", "C", "C", "N", "C", "B", "O", "N", "C", "C", "H", "H", "H", "H", "H", "H", "H", "H", "H", "H", "H", "H", "H", "H", "H", "H", "H", "H", "H", "H", "H", "H", "H", "H", "H", "H", "F", "C", "C", "C", "C", "C", "C", "H", "H", "H", "H", "H", "F", "C", "C", "C", "C", "C", "C", "H", "H", "H", "H", "H"], "positions_angstrom": [[-0.362, 2.947, 0.672], [0.038, 1.807, 0.887], [0.731, 0.443, 1.299], [0.019, -0.794, 0.576], [-1.283, -1.007, 1.508], [-2.453, -1.819, 0.802], [-3.557, -0.858, 0.178], [-4.733, -1.732, -0.477], [-5.104, -2.942, 0.320], [-0.435, -0.182, -0.688], [-0.388, -1.268, -1.943], [0.536, -1.003, -3.045], [-1.698, -1.680, -2.471], [0.171, -2.541, -1.036], [0.856, -2.086, 0.202], [0.722, -3.404, 1.103], [1.835, -3.581, 2.067], [1.606, -2.833, 3.336], [2.394, -1.965, -0.305], [2.741, -2.741, -1.462], [3.484, -1.172, 0.329], [4.458, -2.010, 1.092], [4.157, -0.270, -0.653], [-0.409, 4.063, 0.553], [1.825, 0.576, 1.062], [0.593, 0.306, 2.417], [-0.918, -1.561, 2.432], [-1.698, -0.018, 1.886], [-2.963, -2.429, 1.624], [-2.121, -2.568, 0.026], [-3.980, -0.228, 1.027], [-3.045, -0.205, -0.605], [-4.380, -2.082, -1.494], [-5.663, -1.076, -0.551], [-5.758, -3.484, -0.255], [-5.574, -2.583, 1.164], [0.786, -4.273, 0.365], [-0.285, -3.508, 1.614], [1.901, -4.586, 2.292], [0.930, -3.370, 4.077], [1.182, -1.819, 3.077], [2.633, -2.697, 3.816], [3.638, -3.113, -1.350], [4.270, -3.119, 0.983], [4.315, -1.749, 2.198], [5.535, -1.713, 0.864], [4.333, -0.731, -1.671], [5.108, 0.194, -0.235], [3.433, 0.602, -0.824], [-6.796, 1.802, -0.652], [-6.536, 1.999, -1.956], [-7.559, 2.396, -2.799], [-7.289, 2.606, -4.146], [-6.002, 2.405, -4.635], [-4.984, 2.000, -3.778], [-5.251, 1.801, -2.429], [-8.557, 2.540, -2.402], [-8.080, 2.924, -4.815], [-5.793, 2.564, -5.688], [-3.982, 1.840, -4.161], [-4.469, 1.495, -1.745], [4.274, 2.622, 3.033], [4.963, 3.204, 2.038], [4.278, 3.742, 0.962], [4.990, 4.350, -0.066], [6.379, 4.402, -0.010], [7.057, 3.854, 1.074], [6.344, 3.256, 2.107], [3.196, 3.684, 0.932], [4.463, 4.781, -0.909], [6.935, 4.873, -0.814], [8.139, 3.892, 1.114], [6.855, 2.832, 2.964]]}

=====

Entry 2:
{"formula": "C6H10O", "method": "the ωB97M-V functional and the def2-TZVPD basis", "orbital_gap_ha": 0.384, "homo_ev": -9.5, "total_charge": 0, "relative_energy_kcal_mol": 66.6, "elements": ["C", "C", "C", "C", "C", "C", "H", "H", "H", "H", "H", "H", "H", "H", "H", "H", "O"], "positions_angstrom": [[-2.046, 0.314, -0.017], [-0.613, 0.082, 0.014], [0.025, -0.859, 1.051], [1.161, -0.764, -0.094], [1.551, 0.734, -0.106], [-0.047, -0.806, -1.059], [-2.057, 1.024, 0.895], [-2.368, 0.857, -0.881], [-2.506, -0.644, 0.096], [0.418, -0.612, 2.164], [-0.276, -1.790, 1.226], [1.944, -1.642, -0.087], [2.135, 1.144, 0.715], [1.761, 1.183, -1.075], [-0.792, -1.705, -0.816], [-0.056, -0.558, -2.115], [0.202, 1.316, 0.144]]}

=====

Entry 3:
{"formula": "C8H5N2O5Sr", "method": "the ωB97M-V functional and the def2-TZVPD basis", "orbital_gap_ha": [0.222, 0.222], "homo_ev": [-10.1, -10.1], "total_charge": 1, "relative_energy_kcal_mol": 0.0, "elements": ["O", "C", "Sr", "O", "C", "C", "O", "C", "O", "C", "O", "H", "N", "C", "C", "N", "C", "H", "H", "H", "H"], "positions_angstrom": [[-5.828, -0.351, 1.118], [-4.837, -0.802, 0.724], [-0.645, -0.382, 0.003], [-3.357, 1.964, 1.443], [-2.612, 1.199, 1.005], [-0.468, -2.873, -1.051], [-0.138, -3.863, -1.533], [-1.856, -0.010, -2.453], [-2.251, 0.184, -3.515], [-0.908, -1.917, 2.302], [-0.902, -2.539, 3.268], [-2.557, -2.067, -0.303], [3.657, 1.285, 0.556], [3.476, 1.869, -0.700], [2.245, 1.485, -1.146], [1.656, 0.681, -0.177], [2.536, 0.572, 0.831], [4.486, 1.380, 1.151], [4.148, 2.497, -1.238], [1.679, 1.667, -2.055], [2.476, 0.022, 1.769]]}

=====

Entry 4:
{"formula": "C4H5INO2", "method": "the ωB97M-V functional and the def2-TZVPD basis", "orbital_gap_ha": 0.213, "homo_ev": -3.5, "total_charge": -1, "relative_energy_kcal_mol": 6.7, "elements": ["C", "C", "C", "C", "N", "O", "O", "I", "H", "H", "H", "H", "H"], "positions_angstrom": [[4.361, -1.802, -1.801], [0.088, -0.760, -1.150], [0.654, 0.409, -0.341], [0.558, -0.872, 0.340], [0.851, -1.678, 1.245], [3.860, -1.656, -2.847], [4.905, -1.996, -0.815], [-0.788, 4.079, 0.356], [-0.986, -0.815, -1.262], [0.623, -1.250, -1.875], [1.593, 0.804, -0.698], [0.079, 1.301, 0.083], [0.414, -2.602, 1.123]]}

=====

Entry 5:
{"formula": "C2H3N3O3", "method": "the ωB97M-V functional and the def2-TZVPD basis", "orbital_gap_ha": 0.305, "homo_ev": -9.2, "total_charge": 0, "smiles": "N/N=c1\\o[nH]oc1=O", "relative_energy_kcal_mol": 132.1, "elements": ["C", "C", "H", "H", "H", "N", "N", "N", "O", "O", "O"], "positions_angstrom": [[0.040, 0.259, 0.174], [1.283, 0.960, -0.164], [-1.974, -0.733, 0.364], [-3.184, 0.589, -0.260], [1.993, -1.487, 0.906], [-2.236, 0.045, -0.361], [-1.074, 0.960, -0.277], [1.545, -1.497, -0.179], [-0.049, -1.065, 0.240], [2.157, -0.119, -0.624], [1.499, 2.089, 0.180]]}

=====

Entry 6:
{"formula": "C5H13N2", "method": "the ωB97M-V functional and the def2-TZVPD basis", "orbital_gap_ha": 0.296, "homo_ev": -11.9, "total_charge": 1, "smiles": "C[C@H](N)C/C=C/[NH3+]", "relative_energy_kcal_mol": 87.0, "elements": ["C", "C", "C", "C", "C", "N", "N", "H", "H", "H", "H", "H", "H", "H", "H", "H", "H", "H", "H", "H"], "positions_angstrom": [[0.957, 1.746, -0.571], [0.059, 1.273, 0.541], [0.624, -0.119, 1.037], [-0.081, -1.371, 0.464], [-0.475, -1.412, -0.802], [-1.255, -2.510, -1.490], [-0.017, 2.216, 1.719], [2.040, 1.708, -0.487], [0.701, 2.778, -0.891], [0.672, 1.385, -1.594], [-0.841, 0.914, 0.114], [0.402, -0.235, 2.134], [1.713, -0.368, 0.823], [-0.159, -2.249, 1.090], [-0.322, -0.600, -1.446], [-1.136, -2.386, -2.518], [-2.216, -2.198, -1.551], [-0.982, -3.425, -1.057], [0.595, 3.039, 1.785], [-0.280, 1.813, 2.701]]}

=====

Entry 7:
{"formula": "C5H13N3", "method": "the ωB97M-V functional and the def2-TZVPD basis", "orbital_gap_ha": 0.344, "homo_ev": -8.4, "total_charge": 0, "relative_energy_kcal_mol": 181.1, "elements": ["C", "C", "C", "C", "C", "H", "H", "H", "H", "H", "H", "H", "H", "H", "H", "H", "H", "H", "N", "N", "N"], "positions_angstrom": [[-3.204, -0.320, -0.247], [-0.684, -0.051, 0.592], [0.140, -1.233, -0.206], [1.490, -0.681, 0.479], [0.784, 0.769, 0.777], [-4.086, 0.523, -0.407], [-3.386, -1.015, -1.453], [-3.625, -0.773, 0.806], [-1.654, 0.814, -0.994], [-1.033, -0.409, 1.507], [-0.277, -2.146, -0.035], [0.447, -0.975, -1.308], [1.901, -1.299, 1.400], [3.323, 0.355, -0.770], [2.886, -1.381, -0.606], [1.292, 1.382, 1.741], [0.558, 0.809, -1.278], [0.396, 2.462, -0.560], [-2.005, 0.499, 0.019], [2.596, -0.529, -0.508], [1.137, 1.566, -0.428]]}

=====

Entry 8:
{"formula": "C3H3ClN2S", "method": "the ωB97M-V functional and the def2-TZVPD basis", "orbital_gap_ha": 0.324, "homo_ev": -9.5, "total_charge": 0, "smiles": "ClS[C@H]1C=NC=N1", "relative_energy_kcal_mol": 53.0, "elements": ["C", "C", "C", "N", "N", "S", "Cl", "H", "H", "H"], "positions_angstrom": [[0.072, -0.694, 0.511], [-0.404, 0.414, -0.351], [1.761, 0.234, -0.339], [1.335, -0.732, 0.480], [0.862, 0.989, -0.838], [-2.181, -0.197, -1.095], [-3.029, -0.449, 0.676], [-0.366, -1.505, 1.050], [-0.783, 1.317, 0.158], [2.733, 0.623, -0.253]]}

=====

Entry 9:
{"formula": "C5H20N2O5", "method": "the ωB97M-V functional and the def2-TZVPD basis", "orbital_gap_ha": 0.363, "homo_ev": -9.9, "total_charge": 0, "smiles": "CNC(=O)CCCN.O.O.O.O", "relative_energy_kcal_mol": 64.4, "elements": ["C", "C", "C", "N", "C", "N", "C", "O", "H", "H", "H", "H", "H", "H", "H", "H", "H", "H", "H", "H", "H", "H", "O", "H", "H", "O", "H", "H", "O", "H", "H", "O"], "positions_angstrom": [[0.449, 0.140, -1.007], [-1.024, -0.273, -0.577], [-1.834, 1.021, -0.176], [-2.612, 0.632, 1.030], [1.465, -0.339, 0.032], [2.589, 0.430, 0.031], [3.769, 0.163, 0.776], [1.428, -1.535, 0.370], [0.490, 1.219, -1.053], [0.806, -0.252, -1.951], [-1.494, -0.873, -1.394], [-0.922, -1.035, 0.282], [-2.483, 1.272, -1.088], [-1.071, 1.880, 0.075], [-3.113, 1.473, 1.377], [-2.016, 0.539, 1.792], [2.306, 1.424, 0.083], [3.826, 0.748, 1.782], [4.632, 0.442, 0.107], [3.946, -0.893, 0.884], [-3.353, -1.299, -1.526], [-4.199, -0.165, -1.430], [-3.977, -0.752, -2.164], [1.147, 3.199, -0.480], [0.188, 3.746, 0.649], [0.973, 3.194, 0.476], [0.577, -1.950, 1.978], [0.537, -0.554, 2.760], [0.105, -1.449, 2.730], [-0.043, -4.004, -1.755], [-0.380, -2.630, -1.191], [-0.712, -3.518, -1.419]]}

=====

Entry 10:
{"formula": "C6H10O", "method": "the ωB97M-V functional and the def2-TZVPD basis", "orbital_gap_ha": 0.340, "homo_ev": -8.6, "total_charge": 0, "relative_energy_kcal_mol": 126.9, "elements": ["C", "C", "C", "C", "C", "C", "O", "H", "H", "H", "H", "H", "H", "H", "H", "H", "H"], "positions_angstrom": [[-1.775, 0.092, -0.841], [-0.765, 0.005, 0.294], [-0.142, -1.414, 0.526], [1.351, -1.286, 0.933], [1.409, -0.003, 0.756], [0.466, 0.954, 0.123], [0.809, 1.294, -1.201], [-1.325, -0.175, -1.803], [-2.607, -0.597, -0.659], [-2.185, 1.102, -0.937], [-1.252, 0.302, 1.231], [-0.177, -2.019, -0.391], [-0.709, -1.974, 1.277], [2.838, 0.600, 0.469], [2.690, 0.744, 1.230], [0.334, 1.905, 0.647], [1.041, 0.470, -1.652]]}